## a
15
Properties=species:S:1:pos:R:3 method="wB97M-V/def2-TZVPD" smiles=CCC1CC1 e_homo_ha=-0.37104 lumo_energy_ev=1.315 charge=0
C -1.51596 -1.32441 0.57235
C -1.10998 -0.05283 -0.19228
C 0.17558 0.53877 0.30425
C 1.49146 -0.16143 -0.06220
C 1.16877 1.21990 -0.61930
H -2.33012 -1.88034 0.03852
H -1.82981 -1.06116 1.55730
H -0.60549 -1.95591 0.53705
H -1.05881 -0.27870 -1.24087
H -1.87760 0.73081 -0.20562
H 0.03260 1.04462 1.23686
H 1.33497 -1.06646 -0.64294
H 2.26000 -0.16694 0.67595
H 1.80172 2.03839 -0.24650
H 1.01335 1.27573 -1.72668

## b
15
Properties=species:S:1:pos:R:3 method="wB97M-V/def2-TZVPD" smiles="C=CC.C=C" e_homo_ha=-0.34253 lumo_energy_ev=1.261 charge=0
C -1.74702 0.34737 0.21374
C -1.07289 -0.62852 0.81208
C -0.27509 -1.67405 0.09315
H -1.72705 0.46178 -0.86912
H -2.32869 1.07351 0.77432
H -1.09819 -0.70796 1.89925
H -0.83264 -2.61657 0.10064
H 0.69046 -1.86123 0.57878
H -0.08559 -1.39581 -0.94820
C 0.98930 1.64260 -0.62667
C 1.85232 0.70319 -0.26211
H 0.76537 1.84609 -1.67117
H 0.44383 2.22927 0.10771
H 2.04437 0.48788 0.78677
H 2.38151 0.09243 -0.98916

Most stable: a

## a
20
Properties=species:S:1:pos:R:3 method="wB97M-V/def2-TZVPD" e_homo_ha="-0.51726 / -0.50766" spin_multiplicity=2 lumo_energy_ev="-4.702 / -9.216" charge=+1
C 1.48388 -0.84920 0.28373
C 0.49046 -0.94325 -0.90574
C -0.65318 0.18618 -0.80457
C -0.60200 2.32344 -2.12914
C -0.17399 1.52787 -1.11702
N 0.67648 -0.96871 1.51307
H 2.14486 -1.74423 0.18570
H 2.10062 0.04116 0.23614
H -0.01636 -1.90113 -0.72657
H 0.92146 -0.75860 -1.89518
H -1.21275 -0.27987 -1.65943
H -1.25813 0.18369 0.09998
H -0.05916 3.19195 -2.45920
H -1.33632 1.85597 -2.77609
H 0.49449 2.03274 -0.37447
H 1.30584 -0.70778 2.27077
H 0.48101 -1.95694 1.66379
H -1.45170 -0.79743 3.53781
H -1.38802 -0.18446 2.13926
O -1.94751 -0.25138 2.91716

## b
20
Properties=species:S:1:pos:R:3 method="wB97M-V/def2-TZVPD" e_homo_ha="-0.54026 / -0.54751" spin_multiplicity=2 lumo_energy_ev="-2.715 / -6.982" charge=+1
C 1.48475 -1.36877 1.42624
C 0.12413 -1.49618 0.74913
N -0.05323 -0.77384 -0.47889
C 1.01879 -0.85311 -1.44944
C -1.00428 0.31028 -0.57628
C -0.60115 1.46717 0.36217
O -1.11569 2.64361 -0.19077
H 1.59614 -0.34336 1.78335
H 2.30240 -1.70992 0.79891
H 1.53168 -2.09102 2.23369
H -0.62137 -1.15735 1.46676
H -0.17955 -2.53602 0.62728
H 1.16610 -1.90375 -1.73297
H 0.73560 -0.33825 -2.36546
H 1.89770 -0.39598 -1.01487
H -0.99410 0.64867 -1.60225
H -2.01068 -0.01442 -0.33057
H 0.48526 1.57063 0.46154
H -0.98873 1.28902 1.37224
H -1.82733 3.00290 0.37089

## c
20
Properties=species:S:1:pos:R:3 method="wB97M-V/def2-TZVPD" e_homo_ha="-0.53187 / -0.54615" spin_multiplicity=2 lumo_energy_ev="-3.962 / -7.230" charge=+1
C 2.78192 -0.82535 -1.01169
C 1.92844 0.25389 -0.27551
C 0.41694 0.16804 -0.52856
C -0.27998 1.01683 0.31548
N -1.66621 0.95410 0.27572
C -0.02666 -0.64017 -1.74305
H 3.76082 -0.66352 -0.79398
H 2.54501 -1.90856 -0.59552
H 2.67766 -0.97579 -2.08410
H 1.92940 0.15524 0.85689
H 2.25537 1.19708 -0.80177
H 0.15412 1.70296 1.08027
H -2.17124 0.93550 -0.64495
H -2.15541 1.62668 0.80763
H 0.06946 -0.08525 -2.61223
H -1.14703 -1.02893 -1.72528
H 0.52938 -1.59821 -1.74111
H -2.55677 -1.39398 2.84964
H -1.93495 -0.43487 1.96284
O -2.65202 -0.50580 2.62144

## d
20
Properties=species:S:1:pos:R:3 method="wB97M-V/def2-TZVPD" e_homo_ha="-0.51060 / -0.51060" spin_multiplicity=2 lumo_energy_ev="-3.359 / -6.801" charge=+1
C -0.88916 -1.58399 -0.16633
C -0.53197 -0.17446 0.34720
N 0.74444 2.44355 0.22586
C 1.50341 1.37465 0.21312
C 0.91642 0.08444 0.24004
C 2.97989 1.55814 0.39646
H -0.73120 -1.56994 -1.23583
H -0.36818 -2.32438 0.44123
H -1.90938 -1.83765 0.10683
H -0.90070 0.04145 1.35850
H -1.11961 0.53920 -0.25372
H 1.27123 3.30189 0.25598
H -0.23150 2.34589 0.19895
H 1.59305 -0.74095 0.08062
H 3.09575 2.06008 1.34978
H 3.45871 0.59541 0.40938
H 3.47591 2.13291 -0.37847
H -3.48370 -2.77754 -0.74881
H -4.45326 -2.77718 -1.90070
O -4.42016 -2.69150 -0.94007

Most stable: d

## a
20
Properties=species:S:1:pos:R:3 method="wB97M-V/def2-TZVPD" e_homo_ha="-0.51082 / -0.50749" spin_multiplicity=2 lumo_energy_ev="-3.360 / -8.445" charge=+1
C 0.80105 0.04898 -0.27264
C 0.92463 -1.26817 0.52403
C 1.36392 -1.04644 1.95722
O 1.97893 -2.03099 -0.11024
C -0.47936 0.74100 0.15807
N -1.58497 0.40761 -0.83674
C -1.92683 1.67342 -1.54401
H 1.00458 -0.04865 -1.39778
H 1.66762 0.74490 -0.30143
H 0.06875 -1.95774 0.32043
H 0.59472 -0.37345 2.39867
H 1.53800 -1.95091 2.54525
H 2.18703 -0.35472 2.01582
H 1.70006 -2.45111 -0.93307
H -0.84882 0.25638 1.05877
H -0.42077 1.81507 0.17063
H -2.40395 0.01045 -0.35099
H -2.50062 1.22899 -2.46260
H -1.09613 2.23189 -1.95378
H -2.56785 2.32350 -0.98561

## b
20
Properties=species:S:1:pos:R:3 method="wB97M-V/def2-TZVPD" e_homo_ha="-0.53957 / -0.53915" spin_multiplicity=2 lumo_energy_ev="-2.717 / -7.361" charge=+1
C -1.02564 1.81862 -0.10643
N -0.23012 0.68362 -0.62217
C 1.13864 1.06455 -0.91420
C -0.66945 -0.41437 1.63943
C -0.38481 -0.54894 0.12084
C 0.72148 -1.60344 -0.13293
O 0.70105 -1.97226 -1.50007
H -1.82959 1.39083 0.47016
H -1.31084 2.45715 -0.94271
H -0.31840 2.45494 0.41773
H 1.73001 1.16235 -0.00897
H 1.58265 0.27816 -1.52597
H 1.12290 1.90214 -1.60400
H -0.27638 0.52962 2.02352
H -0.36320 -1.23057 2.29424
H -1.75432 -0.43615 1.80158
H -1.24158 -1.08962 -0.29091
H 0.45614 -2.43686 0.51606
H 1.72533 -1.22096 0.04053
H 0.22613 -2.78882 -1.67571

## c
20
Properties=species:S:1:pos:R:3 method="wB97M-V/def2-TZVPD" e_homo_ha="-0.58157 / -0.57505" spin_multiplicity=2 lumo_energy_ev="-2.946 / -8.443" charge=+1
C -1.17563 -1.26042 0.94934
C -0.12098 -0.36157 0.38174
C 1.27144 -0.37685 1.09555
C 2.08450 -1.81519 1.20172
N -0.69091 1.00789 0.07773
C -0.33376 1.79787 -1.08953
O -1.06150 1.26252 -2.32577
H -2.02475 -1.49520 0.18668
H -0.59504 -2.06853 1.31700
H -1.88659 -0.64192 1.69217
H 0.00882 -0.79549 -0.72831
H 1.15755 -0.07443 2.06768
H 1.93471 0.23399 0.51831
H 2.22450 -2.32123 0.10812
H 3.12845 -1.56571 1.51684
H 1.37107 -2.43298 1.72208
H -1.75395 0.85815 0.07094
H 0.72277 1.58661 -1.27504
H -0.68299 2.88902 -1.37281
H -0.62957 0.76924 -2.99452

Most stable: b

## a
10
Properties=species:S:1:pos:R:3 method="wB97M-V/def2-TZVPD" smiles="F[C@H]1C=NOC1" e_homo_ha=-0.36990 lumo_energy_ev=0.880 charge=0
F -1.63882 0.60398 0.45733
C -0.57472 -0.31464 0.31921
C -0.39037 -0.43891 -1.10187
N 0.66950 0.18203 -1.52142
O 1.38760 0.73131 -0.52157
C 0.67506 0.42530 0.72924
H -0.78825 -1.24739 0.90002
H -1.02212 -0.96811 -1.85870
H 1.29354 -0.33777 1.29174
H 0.38859 1.36419 1.30601

## b
10
Properties=species:S:1:pos:R:3 method="wB97M-V/def2-TZVPD" e_homo_ha=-0.35087 lumo_energy_ev=0.703 charge=0
C 0.05544 1.19291 0.27252
C 1.37018 0.91193 0.36417
C -0.19157 -0.26207 0.44422
N -0.78097 -1.09003 -1.12704
O 1.17218 -0.42891 0.62579
F -0.93711 -0.76636 1.40818
H -0.51947 1.98616 0.11710
H 2.18429 1.42891 -0.06975
H -0.65633 -2.14134 -0.80532
H -1.69663 -0.83119 -1.22988

## c
10
Properties=species:S:1:pos:R:3 method="wB97M-V/def2-TZVPD" e_homo_ha="-0.33587 / -0.30112" lumo_energy_ev="0.165 / -0.353" charge=0
C -1.02569 0.42943 -0.76501
C 0.28877 -0.62175 -0.40148
C 0.73154 -0.54154 0.92317
N -0.89098 1.50540 -0.17380
O -0.10521 1.88670 0.66389
F 0.07830 -1.09254 1.90001
H -1.69954 0.20749 -1.56509
H -0.04584 -1.71299 -0.74772
H 1.07929 -0.20386 -1.06228
H 1.58936 0.14367 1.22831

## d
10
Properties=species:S:1:pos:R:3 method="wB97M-V/def2-TZVPD" e_homo_ha=-0.31720 lumo_energy_ev=-1.428 charge=0
C 0.69844 -0.71658 -0.26229
C -0.12831 0.36954 -0.03491
C -1.41701 0.21582 0.00277
H 3.04373 -1.45497 0.70065
H 2.61589 0.12508 0.49587
H 0.28781 -1.67506 -0.26367
H -1.87028 1.14208 -0.38135
N 2.01872 -0.61849 -0.05347
O -2.08431 -0.89926 0.14334
F 0.39418 1.57485 0.04918

Most stable: a

## a
19
Properties=species:S:1:pos:R:3 method="wB97M-V/def2-TZVPD" smiles=NCCNCCS e_homo_ha=-0.32124 lumo_energy_ev=1.063 charge=0
N -1.58056 -1.01836 -0.84462
C -2.13571 0.27641 -0.44412
C -1.25763 0.92227 0.62001
N 0.12600 1.06428 0.16970
C 1.06146 0.03654 0.62993
C 2.06925 -0.30923 -0.43988
S 3.02452 -1.81845 -0.06071
H -2.30228 -1.67540 -1.08768
H -0.99998 -0.94068 -1.66170
H -2.20104 0.98037 -1.28535
H -3.13444 0.12968 -0.03430
H -1.62523 1.92557 0.86191
H -1.32646 0.37434 1.56670
H 0.46608 1.97775 0.42094
H 1.49282 0.34185 1.58033
H 0.48745 -0.86702 0.84097
H 2.80537 0.47969 -0.58087
H 1.49146 -0.52499 -1.33517
H 3.53893 -1.35461 1.08392

## b
19
Properties=species:S:1:pos:R:3 method="wB97M-V/def2-TZVPD" smiles=C[C@@H](CS)NCN e_homo_ha=-0.31424 lumo_energy_ev=0.970 charge=0
C 0.47556 -1.28080 0.85225
C -0.30933 -0.74348 -0.31291
C -1.78087 -1.26095 -0.32246
S -1.85962 -3.01567 -0.74890
N -0.13779 0.77189 -0.26535
C 1.19647 1.66617 -0.50665
N 1.50638 2.90141 0.23427
H 1.51221 -1.04353 0.66528
H 0.43029 -2.29049 1.29112
H -0.08276 -0.64276 1.56627
H 0.28992 -0.98726 -1.24436
H -2.38868 -0.63227 -0.94519
H -2.11914 -1.18854 0.75509
H -2.42782 -3.38636 0.36727
H -0.46066 1.23042 0.59936
H 0.95006 2.06915 -1.44740
H 2.00847 0.93085 -0.48718
H 0.77729 3.59502 0.08342
H 2.42003 3.30720 -0.13393

## c
19
Properties=species:S:1:pos:R:3 method="wB97M-V/def2-TZVPD" smiles=NCCNCCS e_homo_ha=-0.29721 lumo_energy_ev=1.026 charge=0
N -2.93213 -0.20003 -0.02595
C -1.87245 -0.95431 0.69709
C -0.53358 -0.77169 -0.05544
N 0.05952 0.51335 0.21791
C 1.47663 0.64617 0.48585
C 2.29659 1.14490 -0.69304
S 2.11297 0.13983 -2.18601
H -3.72800 -0.83434 -0.14197
H -3.33739 0.56951 0.48167
H -1.90941 -0.57568 1.72197
H -1.98967 -2.02848 0.74821
H 0.12273 -1.54330 0.35846
H -0.74827 -0.89593 -1.11842
H -0.44708 1.34144 0.39800
H 1.68152 1.26614 1.35996
H 1.88962 -0.32558 0.77735
H 3.30616 1.36868 -0.32002
H 1.96068 2.15624 -0.95114
H 2.59154 -1.01692 -1.75451

Most stable: a

## a
19
Properties=species:S:1:pos:R:3 method="wB97M-V/def2-TZVPD" smiles=NC[C@H](N)CCS e_homo_ha=-0.31112 lumo_energy_ev=0.773 charge=0
N -1.07354 -1.60343 1.73471
C -0.74630 -0.17629 1.57413
C 0.15970 0.37584 0.43582
N -0.60201 1.51564 -0.02264
C 0.56126 -0.62889 -0.69340
C 0.83299 -0.06176 -2.12753
S 1.57084 1.73765 -2.07982
H -0.13630 -2.10513 2.09448
H -1.14878 -2.16683 0.93193
H -1.78311 0.19600 1.54756
H -0.27351 0.40301 2.47123
H 1.21810 0.58091 0.79393
H -1.57183 1.32440 0.30707
H -0.34096 2.18845 0.67383
H -0.36449 -1.29756 -0.90622
H 1.26831 -1.38007 -0.28255
H 0.07095 0.11004 -2.88067
H 1.43254 -0.92167 -2.61250
H 0.92614 1.90969 -0.95938

## b
19
Properties=species:S:1:pos:R:3 method="wB97M-V/def2-TZVPD" smiles=C[C@@H](CS)NCN e_homo_ha=-0.32542 lumo_energy_ev=0.919 charge=0
C 0.81214 0.43156 1.31639
C 0.73688 0.25356 -0.20833
C 1.56942 -0.88932 -0.74218
S 3.33214 -0.63904 -0.31700
N -0.63564 0.03956 -0.70373
C -1.71043 0.90121 -0.18820
N -2.88511 0.09836 0.21794
H 0.29580 -0.43693 1.73122
H 0.41874 1.36261 1.70356
H 1.83834 0.38116 1.63589
H 0.94054 1.20355 -0.71556
H 1.46876 -0.94119 -1.82482
H 1.22857 -1.85688 -0.36943
H 3.78915 -1.87378 -0.55238
H -0.97097 -0.89587 -0.47716
H -2.07460 1.50186 -1.02288
H -1.35054 1.31636 0.74572
H -3.09640 -0.64731 -0.43921
H -3.70678 0.69051 0.21017

Most stable: b

## a
19
Properties=species:S:1:pos:R:3 method="wB97M-V/def2-TZVPD" e_homo_ha=-0.32440 lumo_energy_ev=-0.779 charge=0
C 0.29213 -0.53336 0.83415
N -0.02582 -1.24742 -0.37371
C -1.41220 -1.64304 -0.51691
N -2.23684 -0.51673 -0.96558
C 1.45307 0.48590 0.62609
C 1.28751 1.53170 -0.47963
S -0.25722 2.45159 -0.32490
H -0.63152 0.06197 0.99756
H 0.58897 -1.18753 1.65704
H 0.58445 -2.08858 -0.57180
H -1.90231 -2.13039 0.41122
H -1.46041 -2.38646 -1.31566
H -2.59817 -0.02001 -0.16025
H -1.58419 0.10657 -1.45301
H 1.56655 1.01305 1.54505
H 2.38874 -0.09257 0.40438
H 2.08576 2.26723 -0.30866
H 1.49626 1.14043 -1.50632
H 0.36524 2.78763 1.50095

## b
19
Properties=species:S:1:pos:R:3 method="wB97M-V/def2-TZVPD" e_homo_ha=-0.29794 lumo_energy_ev=-2.821 charge=0
C 0.20688 1.80241 1.64240
C 0.10025 0.97521 0.35537
C -0.74665 -0.40305 0.52707
S -2.38550 0.08183 0.86704
N 1.37015 0.65893 -0.02962
C 1.49768 0.02852 -1.27016
N 1.49177 -1.49582 -1.09428
H 0.69893 2.73118 1.34940
H -0.77560 2.06488 2.03736
H 0.86175 1.29584 2.34950
H -3.83351 -2.40573 -0.28902
H -0.78181 -0.90757 -0.43062
H -0.33556 -1.07525 1.26998
H -3.86112 -1.66824 -0.41392
H -0.46223 1.59671 -0.34758
H 0.68587 0.05612 -1.98665
H 2.44301 0.28677 -1.71078
H 2.41132 -1.79085 -0.77578
H 1.41437 -1.83189 -2.04972

## c
19
Properties=species:S:1:pos:R:3 method="wB97M-V/def2-TZVPD" smiles=CNC[C@@H](N)CS e_homo_ha=-0.28715 lumo_energy_ev=0.806 charge=0
C 2.36615 -1.30269 -1.40372
N 1.51398 -0.25837 -0.87686
C 0.77303 -0.18244 0.35395
C -0.47939 0.68466 0.26111
N -1.26706 0.42831 -0.91817
C -1.25481 0.51495 1.58580
S -2.73030 1.65130 1.61960
H 2.07256 -1.56636 -2.41328
H 2.37728 -2.12944 -0.69050
H 3.40910 -0.95931 -1.36398
H 1.18267 0.41777 -1.54552
H 0.58360 -1.17873 0.77995
H 1.42339 0.26999 1.12156
H -0.10604 1.70869 0.17698
H -1.85287 1.22659 -1.13122
H -1.88579 -0.35391 -0.80817
H -1.73794 -0.45875 1.56093
H -0.69689 0.70004 2.49540
H -3.69067 0.78769 1.19614

## d
19
Properties=species:S:1:pos:R:3 method="wB97M-V/def2-TZVPD" smiles=NCCNCCS e_homo_ha=-0.31806 lumo_energy_ev=0.881 charge=0
N -2.68785 1.20726 -0.48074
C -2.19726 0.17972 0.48083
C -0.90589 -0.48355 -0.12900
N 0.21225 0.49869 -0.56919
C 1.47831 0.46482 0.13882
C 2.17848 -1.08828 -0.00452
S 3.95276 -1.44132 0.50508
H -3.69722 0.96997 -0.65082
H -2.85898 2.18973 -0.28537
H -2.20780 0.60437 1.43253
H -3.08617 -0.52032 0.41377
H -0.46232 -1.18115 0.60793
H -1.10579 -1.05833 -1.04215
H -0.13760 1.47088 -0.36958
H 2.27379 1.16971 -0.05650
H 1.21635 0.60376 1.12956
H 2.27122 -1.40514 -1.03862
H 1.32118 -1.76510 0.13303
H 4.44255 -0.41575 -0.21504

Most stable: c

## a
9
Properties=species:S:1:pos:R:3 method="wB97M-V/def2-TZVPD" smiles=OCOSO e_homo_ha=-0.34872 lumo_energy_ev=0.248 charge=0
O -1.34419 0.51866 -0.91859
C -0.07404 0.00105 -0.85054
O -0.04059 -1.27260 -0.25863
S -0.72941 -1.32062 1.32562
O 0.37102 -0.32090 2.05425
H -1.63193 0.49977 -0.06099
H 0.55307 0.69632 -0.27573
H 0.15236 -0.01677 -1.85172
H 1.17369 -0.69285 2.47964

## b
9
Properties=species:S:1:pos:R:3 method="wB97M-V/def2-TZVPD" smiles="CS(=O)(=O)O" e_homo_ha=-0.42861 lumo_energy_ev=0.440 charge=0
C 0.28736 -0.54126 -0.02656
S -1.42965 -0.05485 -0.17736
O -1.69149 1.13162 -0.97479
O -2.26647 -1.21162 -0.35268
O -1.54434 0.40110 1.36968
H 0.41247 -1.56366 -0.26192
H 0.53924 -0.49205 1.09288
H 0.93866 0.04862 -0.53876
H -1.16372 1.29731 1.25703

Most stable: b